2 unconnected molecules or ions with the total composition C2H4N4O in a non-equilibrium geometry. Source: OMol25; level of theory: ωB97M-V/def2-TZVPD.

Geometry as XYZ:
```
11
Properties=species:S:1:pos:R:3:forces:R:3
C 2.568 -0.287 0.035 -6.7868 -0.9919 1.5713
C -0.260 0.331 0.151 0.7327 -1.4085 -2.4281
N 3.636 -0.810 0.645 0.0751 0.3905 -0.4736
N 2.787 0.494 -0.963 -1.4112 -0.6225 0.6717
N 4.575 -0.313 -0.029 2.4039 -0.7227 0.5942
N 0.570 -0.718 0.724 5.5553 1.0670 1.3931
O 4.104 0.452 -1.000 1.8901 0.9443 -1.0708
H -0.643 0.917 0.931 -1.2803 0.7107 0.9085
H 0.403 1.017 -0.428 -0.9890 -0.4528 -0.0547
H -1.008 -0.262 -0.531 1.1158 1.7604 1.2720
H 0.966 -0.413 1.713 -1.3056 -0.6745 -2.3836
```
Positions in Å, forces in eV/Å.

=====

A single C2H4N4O molecule in a non-equilibrium geometry. Source: OMol25; level of theory: ωB97M-V/def2-TZVPD.

Geometry as XYZ:
```
11
Properties=species:S:1:pos:R:3:forces:R:3
C 0.560 -0.334 -0.001 -0.4729 -1.8239 0.5959
C -0.046 1.046 0.011 -0.7661 -1.0218 0.3551
H 2.184 -1.458 -0.271 0.3293 -0.9708 -0.3180
H 2.480 0.192 -0.290 -0.3980 -0.7081 0.4804
H -2.152 -0.998 0.759 0.5251 0.0030 -0.6767
H -2.122 1.310 -0.404 0.5674 -0.3133 0.3149
N 1.931 -0.585 0.115 -0.7785 2.2303 -0.4841
N -0.330 -1.308 0.032 1.0847 2.2432 -0.0678
N -1.595 -0.731 -0.075 -0.1550 1.7050 0.5468
N -1.406 0.741 0.057 0.1582 -1.1038 -0.3680
O 0.497 2.125 0.067 -0.0941 -0.2399 -0.3787
```
Positions in Å, forces in eV/Å.

SMILES	Nc1n[nH][nH]c1=O

=====

A single C2H4N4O molecule in a non-equilibrium geometry. Source: OMol25; level of theory: ωB97M-V/def2-TZVPD.

Geometry as XYZ:
```
11
Properties=species:S:1:pos:R:3:forces:R:3
C 0.522 -0.468 1.667 -1.6310 0.5764 -1.7537
C 0.422 -0.415 -0.536 2.5971 0.3727 7.8991
H -2.360 0.844 -0.425 1.1474 -0.5632 -0.3883
H -1.463 2.171 -0.298 0.5921 -3.0632 -1.9405
H 0.588 -1.074 2.660 0.1537 2.0240 -1.7506
H 1.290 -0.856 -2.360 -2.1181 0.9140 2.9229
N -1.413 1.121 -0.786 -0.9637 3.8280 2.8623
N -0.421 0.478 0.004 -1.3142 -0.0070 -0.5209
N -0.469 0.500 1.358 2.4374 -3.3796 1.0140
N 1.188 -0.954 0.539 -2.9500 0.7100 -1.2748
O 0.512 -0.476 -1.771 2.0492 -1.4121 -7.0695
```
Positions in Å, forces in eV/Å.

SMILES	Nn1ncnc1O

=====

Taking the records one at a time from the top gives ΔE to the lowest compared entry with this formula, charge and spin values of 705.0; 156.8; 337.9 kJ/mol.
Taking the records one at a time from the top gives LUMO level values of -0.0178; 0.0285; 0.0139 Eh.